The following is a quantum chemistry calculation of a molecular structure, C45H48Ge2N2O3PReSSe2 in a non-equilibrium geometry, from the Open Molecules 2025 dataset.

## Properties
Net charge   +2
Maximum force   1.9 eV/Å
Energy   -11852.647431 Ha
2S+1   3
Energy above the lowest of the compared OMol25 structures with the same formula, charge and spin   6.5608 eV
Highest occupied orbital energy (alpha / beta)   -12.0 / -12.2 eV

Last column: Löwdin spin population.
Atoms and positions in Å:
Re  -0.342  0.968  0.592  0.848
C  -0.584  2.158  5.520  0.004
Se  -1.487  2.387  3.834  0.002
C  -2.603  0.784  3.824  0.000
C  -3.541  0.844  2.623  -0.001
Se  -2.687  1.767  1.115  -0.005
C  -4.279  1.846  -0.004  -0.003
H  -0.192  1.149  5.598  0.000
H  -1.308  2.353  6.310  0.000
H  0.212  2.896  5.545  0.000
H  -3.153  0.736  4.762  0.000
H  -1.914  -0.057  3.767  0.000
H  -4.410  1.463  2.840  0.000
H  -3.857  -0.151  2.325  0.000
H  -4.726  0.862  -0.126  0.000
H  -4.002  2.257  -0.972  0.000
H  -4.972  2.520  0.493  0.000
O  1.610  4.084  -0.089  0.000
C  0.434  3.869  -0.284  0.000
O  -0.414  3.451  0.681  -0.002
C  -0.176  4.054  -1.633  0.000
C  -0.259  5.348  -2.132  0.000
C  -0.659  5.558  -3.440  0.000
C  -0.905  4.471  -4.265  0.000
C  -0.795  3.182  -3.773  0.000
C  -0.500  2.949  -2.428  0.004
P  -0.244  1.226  -1.829  0.061
C  1.313  0.951  -2.766  0.012
C  1.319  0.274  -3.984  0.006
C  2.493  0.163  -4.716  0.001
C  3.663  0.745  -4.250  0.000
C  3.650  1.469  -3.064  0.000
C  2.481  1.576  -2.328  0.001
C  -1.442  0.115  -2.644  0.225
C  -1.448  -1.250  -2.023  0.069
C  -2.493  -2.176  -2.509  0.210
C  -3.462  -1.764  -3.363  0.010
C  -3.483  -0.434  -3.835  0.301
C  -2.479  0.478  -3.464  0.012
H  0.006  6.185  -1.499  0.000
H  -0.729  6.565  -3.829  0.000
H  -1.159  4.627  -5.305  0.000
H  -0.898  2.351  -4.459  0.000
H  0.396  -0.138  -4.375  0.003
H  2.490  -0.366  -5.661  0.000
H  4.577  0.662  -4.823  0.000
H  4.548  1.965  -2.718  0.000
H  2.471  2.182  -1.432  0.000
H  -1.646  -1.024  -0.961  0.041
H  -2.475  -3.191  -2.123  0.009
H  -4.233  -2.456  -3.678  -0.005
H  -4.287  -0.100  -4.475  0.016
H  -2.554  1.490  -3.831  -0.005
O  0.581  3.917  3.120  0.005
S  0.707  2.847  2.137  0.007
N  -0.265  1.663  2.690  0.045
N  1.634  0.730  0.616  0.001
C  2.775  0.877  0.700  0.000
C  4.180  1.096  0.752  -0.001
C  5.079  0.029  0.662  0.001
C  6.437  0.280  0.711  0.000
C  6.901  1.583  0.850  0.001
C  6.007  2.645  0.915  0.000
C  4.645  2.412  0.869  0.001
H  4.704  -0.980  0.554  0.000
H  7.142  -0.537  0.635  0.000
H  7.965  1.773  0.907  0.000
H  6.375  3.660  0.994  0.000
H  3.939  3.232  0.907  0.000
C  0.276  -1.552  4.589  0.000
Ge  0.835  -2.453  2.933  0.007
C  2.704  -1.959  2.567  0.002
C  0.731  -4.385  3.342  0.003
Ge  -0.514  -1.524  1.048  0.026
C  -2.345  -2.308  1.228  -0.003
C  -2.515  -3.480  1.968  -0.001
C  -3.766  -4.068  2.105  0.000
C  -4.873  -3.502  1.489  0.000
C  -4.721  -2.347  0.733  0.001
C  -3.470  -1.758  0.610  0.002
C  0.050  -2.640  -0.541  0.015
C  0.492  -3.941  -0.470  0.001
C  0.873  -4.633  -1.619  0.015
C  0.808  -4.044  -2.899  0.002
C  0.373  -2.766  -3.022  0.017
C  -0.019  -1.983  -1.852  0.034
H  0.888  -1.910  5.419  0.000
H  -0.769  -1.759  4.828  0.000
H  0.425  -0.477  4.487  0.000
H  3.372  -2.478  3.255  0.000
H  2.836  -0.885  2.702  0.000
H  2.981  -2.226  1.545  0.000
H  1.676  -4.655  3.815  0.000
H  0.580  -5.040  2.486  0.000
H  -0.070  -4.556  4.060  0.000
H  -1.661  -3.941  2.451  0.000
H  -3.881  -4.969  2.695  0.000
H  -5.849  -3.956  1.597  0.000
H  -5.582  -1.916  0.234  0.000
H  -3.366  -0.853  0.021  0.000
H  0.544  -4.441  0.489  0.000
H  1.232  -5.653  -1.530  0.001
H  1.100  -4.616  -3.771  0.000
H  0.295  -2.307  -4.000  0.000
H  0.661  -1.118  -1.750  0.003